ORCA calculation (wB97M-V/def2-TZVPD) on 2 unconnected molecules or ions with the total composition C2H4ClIN2 in a non-equilibrium geometry.

As for the LUMO energy (alpha / beta): -0.74 / -0.74 eV. Its SMILES is [H]/N=N/C=C/I.Cl. The calculated total energy is -25739.539 eV. For the HOMO energy (alpha / beta), the calculation gives -9.1 / -9.1 eV.

```
10
Properties=species:S:1:pos:R:3:forces:R:3
H 2.1825 -1.7846 -0.0691 -1.0 0.0 0.1
N 1.5867 -0.9579 -0.2657 -0.1 1.9 -0.8
N 0.4013 -1.1084 0.0393 -0.1 -2.7 2.0
C -0.5689 -0.1299 -0.1537 -2.6 0.1 0.1
C -1.8714 -0.2958 0.3719 4.3 -1.2 -1.1
I -3.5736 0.6669 -0.1333 -0.2 0.6 -0.1
H -0.2608 0.5976 -0.8852 -0.4 0.8 -0.1
H -2.0235 -1.1957 0.9853 0.1 0.6 -0.2
Cl 2.2636 2.6273 0.3687 0.0 0.0 0.0
H 1.8641 1.5806 -0.2582 0.1 -0.2 0.0
```
Positions in Å, forces in eV/Å.

ORCA calculation (wB97M-V/def2-TZVPD) on 2 unconnected molecules or ions with the total composition C2H4ClN in a non-equilibrium geometry.

As for the LUMO energy: 0.61 eV. Its SMILES is C1=NC1.Cl. The calculated total energy is -16147.956 eV. For the HOMO energy, the calculation gives -11.0 eV.

```
8
Properties=species:S:1:pos:R:3:forces:R:3
C -0.3675 -0.4081 0.5623 0.5 2.0 5.5
N -0.4100 -1.1098 -0.4225 -0.2 -2.1 -2.7
C -0.7741 0.3732 -0.5332 -5.2 0.5 -1.1
H 0.0480 -0.3290 1.6145 -1.1 -0.7 -1.2
H -2.0019 0.5209 -0.6608 3.6 0.0 0.2
H -0.1166 1.0430 -1.0479 0.2 0.2 -0.3
Cl 2.4522 0.1510 0.3398 -0.6 -0.1 -0.2
H 1.1698 -0.2412 0.1478 2.7 0.3 -0.1
```
Positions in Å, forces in eV/Å.

ORCA calculation (wB97M-V/def2-TZVPD) on 2 unconnected molecules or ions with the total composition C2H4ClN in a non-equilibrium geometry.

As for the LUMO energy (alpha / beta): -2.56 / -2.57 eV. The calculated total energy is -16146.836 eV. For the HOMO energy (alpha / beta), the calculation gives -10.3 / -10.3 eV.

```
8
Properties=species:S:1:pos:R:3:forces:R:3
C 0.5154 0.7173 -0.2670 -1.0 0.4 0.7
C 0.3984 -0.6454 0.2220 -2.2 1.1 0.9
N -0.5805 -0.2474 -0.7623 -0.9 1.5 0.6
Cl -2.8007 -0.1431 0.3037 2.7 0.1 -1.0
H 0.3813 1.5427 0.4329 -0.9 -0.4 0.0
H 1.2222 1.0791 -0.9952 0.0 -0.7 -0.7
H 0.9609 -1.4207 -0.0825 2.1 -2.6 -1.2
H -0.0969 -0.8824 1.1484 0.3 0.5 0.7
```
Positions in Å, forces in eV/Å.

ORCA calculation (wB97M-V/def2-TZVPD) on C2H4ClNO in the gas phase in a non-equilibrium geometry.

As for the LUMO energy: 0.58 eV. Its SMILES is [H]/N=C(/C)OCl. The calculated total energy is -18196.228 eV. For the HOMO energy, the calculation gives -9.8 eV.

```
9
Properties=species:S:1:pos:R:3:forces:R:3
H -2.6101 -0.0760 0.8219 0.0 0.3 0.1
N -1.7426 -0.4509 0.4518 -0.1 -0.6 -0.1
C -0.7791 0.2680 0.3060 -1.2 2.8 1.1
C 0.5701 0.0686 -0.1893 0.6 0.3 -0.2
O -0.9290 1.9697 0.7638 0.6 -2.6 -0.8
Cl -2.4359 2.2754 1.3753 0.0 -0.1 -0.1
H 0.7311 0.6861 -1.0715 0.0 0.0 0.0
H 0.6990 -0.9842 -0.4359 0.0 0.1 0.0
H 1.2889 0.3753 0.5668 0.1 0.0 0.0
```
Positions in Å, forces in eV/Å.

ORCA calculation (wB97M-V/def2-TZVPD) on C2H4ClNS in the gas phase in a non-equilibrium geometry.

As for the LUMO energy: 0.77 eV. Its SMILES is S/N=C\CCl. The calculated total energy is -26985.220 eV. For the HOMO energy, the calculation gives -9.2 eV.

```
9
Properties=species:S:1:pos:R:3:forces:R:3
S 1.6407 1.3237 0.5652 -0.5 0.1 -0.9
N 1.3296 -0.3635 0.3342 2.6 0.6 1.4
C 0.1983 -0.7286 0.0536 -2.6 0.2 -1.9
C -0.9664 0.0830 -0.4371 -0.3 1.5 -0.4
Cl -2.0396 -0.9817 -1.3486 -0.5 -0.4 -0.3
H 2.1098 1.0387 1.7449 0.7 0.1 1.0
H -0.0350 -1.7486 -0.0931 0.3 -1.5 0.3
H -1.5860 0.5167 0.3702 0.6 0.0 -0.4
H -0.6515 0.8604 -1.1894 -0.2 -0.6 1.1
```
Positions in Å, forces in eV/Å.

ORCA calculation (wB97M-V/def2-TZVPD) on a gas-phase ion, C2H4ClO3S (charge -1) in a non-equilibrium geometry.

As for the LUMO energy: 3.73 eV. As for the total charge: -1. Its SMILES is C[C@H](Cl)S(=O)(=O)[O-]. The calculated total energy is -31640.044 eV. For the HOMO energy, the calculation gives -4.3 eV.

```
11
Properties=species:S:1:pos:R:3:forces:R:3
C -0.0152 -1.5067 -0.2674 0.6 0.4 1.2
C 0.1362 -0.2710 0.6691 -1.8 2.3 -3.0
Cl -1.1803 -0.2119 1.8952 0.8 -0.3 -0.1
S -0.0219 1.6973 -0.3820 0.8 -3.5 3.0
O -1.3262 1.7163 -0.9641 -0.8 0.2 -1.0
O 0.2007 2.5761 0.7347 -0.3 0.8 0.6
O 1.1517 1.5574 -1.1921 0.7 0.0 -1.7
H 0.3168 -2.3740 0.3066 -0.1 -0.3 0.0
H 0.6258 -1.4773 -1.1368 0.4 0.5 -0.2
H -1.0079 -1.7262 -0.6611 -0.2 0.5 0.4
H 1.1203 0.0202 0.9978 0.1 -0.7 0.7
```
Positions in Å, forces in eV/Å.

ORCA calculation (wB97M-V/def2-TZVPD) on C2H4ClOP in the gas phase in a non-equilibrium geometry.

As for the LUMO energy (alpha / beta): -0.79 / -0.79 eV. The calculated total energy is -25994.120 eV. For the HOMO energy (alpha / beta), the calculation gives -8.4 / -8.4 eV.

```
9
Properties=species:S:1:pos:R:3:forces:R:3
C -1.6316 -0.6151 -0.0599 3.9 -0.7 -6.0
C 1.9947 0.4111 -0.2509 -2.3 -2.0 0.6
O -0.2236 1.5919 0.3570 -0.6 0.3 -0.1
P 0.2034 0.2099 0.0395 0.7 1.8 0.7
Cl 3.1647 -0.8506 0.0931 -0.2 0.3 -0.4
H -2.1381 0.1834 0.2853 -1.6 2.6 1.3
H -1.7895 -0.7500 -1.2462 0.1 0.2 2.8
H -1.6923 -1.5041 0.4375 -0.2 -2.3 1.3
H 2.1122 1.3235 0.3447 0.2 -0.2 -0.2
```
Positions in Å, forces in eV/Å.

ORCA calculation (wB97M-V/def2-TZVPD) on 2 unconnected molecules or ions with the total composition C2H4ClOP in a non-equilibrium geometry.

As for the LUMO energy (alpha / beta): -1.67 / -1.80 eV. The calculated total energy is -25991.762 eV. For the HOMO energy (alpha / beta), the calculation gives -8.9 / -8.8 eV.

```
9
Properties=species:S:1:pos:R:3:forces:R:3
C -0.3612 -0.0524 -0.1164 0.2 0.3 -2.5
C -0.4627 -0.1929 1.3078 -4.7 -1.6 1.2
O 1.1951 0.3140 -2.7134 -1.8 -0.9 -0.2
P -1.0982 -0.5797 -1.4686 1.9 1.0 -0.1
Cl 1.9996 1.0659 -1.5767 0.7 0.4 0.4
H 0.6157 0.3814 -0.5265 -0.3 0.1 0.6
H 0.3590 -0.7392 1.6583 1.1 -0.8 0.9
H -1.4790 -0.7803 1.4469 2.2 0.2 0.1
H -0.7683 0.5833 1.9888 0.8 1.2 -0.3
```
Positions in Å, forces in eV/Å.

ORCA calculation (wB97M-V/def2-TZVPD) on C2H4ClOP in the gas phase in a non-equilibrium geometry.

As for the LUMO energy: 0.45 eV. The calculated total energy is -25995.837 eV. For the HOMO energy, the calculation gives -9.3 eV.

```
9
Properties=species:S:1:pos:R:3:forces:R:3
C 1.3335 0.0508 -0.4141 -1.5 -3.1 3.7
C -0.3137 -0.1717 0.3964 2.8 1.6 -1.0
O -2.7050 1.1277 0.6359 -0.2 -0.1 0.5
P -1.7547 0.6871 -0.3946 0.1 1.5 -0.7
Cl -1.1895 -1.5511 -0.2593 0.1 -2.0 -0.2
H 2.1029 0.2693 0.3835 -1.2 0.2 -0.7
H 1.6041 -1.0317 -0.6778 -0.6 1.8 -0.4
H 1.3446 0.8077 -1.1658 -0.4 0.1 -0.6
H -0.4222 -0.1882 1.4957 0.7 0.0 -0.6
```
Positions in Å, forces in eV/Å.

ORCA calculation (wB97M-V/def2-TZVPD) on 2 unconnected molecules or ions with the total composition C2H4ClOP in a non-equilibrium geometry.

As for the LUMO energy (alpha / beta): 0.50 / -4.31 eV. Its spin multiplicity is 3. Its expectation value of S² is 2.01. The calculated total energy is -25993.615 eV. For the HOMO energy (alpha / beta), the calculation gives -7.6 / -10.3 eV.

```
9
Properties=species:S:1:pos:R:3:forces:R:3
C 0.7424 -0.4899 -0.4792 0.3 2.8 -0.4
C 1.2988 0.4579 -1.2785 -0.8 -0.6 0.9
O -1.2721 0.5896 2.5845 2.8 0.8 5.4
P -1.8561 0.4994 1.2987 -3.9 -1.5 -4.8
Cl -3.1713 -1.2232 1.2577 0.6 1.0 -0.3
H 1.2451 -1.4564 -0.3322 -0.7 0.5 0.1
H -0.1189 -0.0609 0.1341 0.9 -1.6 -0.7
H 0.9031 1.5046 -1.4544 0.4 -1.5 0.4
H 2.2291 0.1789 -1.7306 0.3 0.2 -0.6
```
Positions in Å, forces in eV/Å.

The calculation returns the following energy relative to the best compared isomer or geometry (same formula, charge and spin) values, one per record and in order: 59.9, 301.1, 409.3, 275.9, 135.5, 28.1, 367.0, 594.5, 201.3, 57.6 kJ/mol.